No. 1
Formula: C4H11NO
Source: the Open Molecules 2025 dataset
Level of theory: ωB97M-V/def2-TZVPD

The geometry in XYZ format:
```
17
C4H11NO, DFT ωB97M-V/def2-TZVPD
C -2.53158 0.71683 -0.86338
C -1.19559 1.36671 -0.70405
O -0.37424 1.39890 -1.65500
N -0.80284 1.62014 0.52570
H -2.51850 -0.33808 -0.72431
H -2.83649 0.66340 -1.91840
H 0.05552 2.15710 0.58749
H -1.41896 1.65082 1.32272
H -3.34899 1.23423 -0.36951
C 2.50959 -1.03835 0.15758
C 1.20388 -1.57314 0.74142
H 3.31690 -1.71902 0.39714
H 2.42667 -0.79873 -0.90259
H 2.79803 -0.07580 0.59502
H 0.28725 -1.00839 0.57593
H 1.36970 -1.65211 1.81164
H 1.05965 -2.60450 0.42259
```

Values from the calculation:
Total charge: +1
2S+1: 2
⟨S²⟩: 0.7549
Orbital gap (spin up / spin down), Eh: 0.3656 / 0.1948
Lowest unoccupied orbital energy (spin up / spin down), eV: -4.751 / -9.400


No. 2
Formula: C4H11NO
Source: the Open Molecules 2025 dataset
Level of theory: ωB97M-V/def2-TZVPD

The geometry in XYZ format:
```
17
C4H11NO, DFT ωB97M-V/def2-TZVPD
C -1.91916 -1.42811 0.14807
C -2.05594 -0.44247 -1.01287
C -1.03665 0.66719 -0.99008
C 0.14823 0.57851 -0.24295
N -1.15065 1.56936 -1.92483
H -0.93232 -1.88016 0.18654
H -1.96977 -0.80100 1.04140
H -2.75091 -2.11575 0.17770
H -1.92671 -0.88983 -1.99098
H -3.04299 -0.02406 -0.87589
H 0.09800 0.20745 0.77393
H 1.07818 1.01381 -0.56438
H -0.32354 2.06159 -2.24704
H -1.98495 1.64788 -2.48575
H 6.68043 -0.01690 3.35897
H 5.26810 0.15550 3.65129
O 5.82064 -0.30301 2.99687
```

Values from the calculation:
Total charge: +1
2S+1: 2
⟨S²⟩: 0.7595
Orbital gap (spin up / spin down), Eh: 0.3451 / 0.2364
Lowest unoccupied orbital energy (spin up / spin down), eV: -4.052 / -7.012


No. 3
Formula: C4H11NO
Source: the Open Molecules 2025 dataset
Level of theory: ωB97M-V/def2-TZVPD

The geometry in XYZ format:
```
17
C4H11NO, DFT ωB97M-V/def2-TZVPD
C 2.11733 0.42693 -1.30687
C 1.52761 -0.66334 -0.49170
O 1.25979 -0.59832 0.72202
N 1.27385 -1.85454 -1.08611
H 2.43804 0.06360 -2.27662
H 3.01024 0.80700 -0.79803
H 0.78866 -2.65753 -0.66040
H 1.52276 -1.99301 -2.06227
H 1.38195 1.23445 -1.39225
C -2.16767 0.02416 1.51724
C -1.61730 1.28319 0.85124
H -2.14754 -0.78195 0.77619
H -1.57262 -0.35037 2.34739
H -3.16796 0.13385 1.93152
H -2.43029 1.92382 0.48568
H -1.12794 1.04579 -0.07581
H -1.08892 1.95627 1.51877
```

Values from the calculation:
Total charge: +1
2S+1: 2
⟨S²⟩: 0.7881
Orbital gap (spin up / spin down), Eh: 0.3666 / 0.1660
Lowest unoccupied orbital energy (spin up / spin down), eV: -4.560 / -10.008


No. 4
Formula: C4H11NO
Source: the Open Molecules 2025 dataset
Level of theory: ωB97M-V/def2-TZVPD

The geometry in XYZ format:
```
17
C4H11NO, DFT ωB97M-V/def2-TZVPD
C -1.14592 1.85172 1.09558
C -1.67716 2.00640 -0.17482
N -0.48770 0.77020 1.44722
H -1.08386 2.64019 1.84340
H -2.49017 2.71764 -0.28524
H -1.13822 1.76989 -1.08575
H -0.32918 -0.01805 0.80828
H -0.05955 0.75331 2.35766
H 0.73971 -1.78255 1.24170
C 0.66163 -1.82165 -0.77722
O 1.07300 -1.29811 0.47635
C 1.26939 -0.99926 -1.90128
H 0.90339 -2.88143 -0.91261
H -0.43394 -1.80897 -0.88832
H 0.63330 -1.07734 -2.78211
H 1.19799 0.05176 -1.58842
H 2.30672 -1.24538 -2.10286
```

Values from the calculation:
Total charge: +1
2S+1: 2
⟨S²⟩: 0.7621
Orbital gap (spin up / spin down), Eh: 0.3689 / 0.2708
Lowest unoccupied orbital energy (spin up / spin down), eV: -4.359 / -7.032


No. 5
Formula: C4H11NO2
Source: the Open Molecules 2025 dataset
Level of theory: ωB97M-V/def2-TZVPD

The geometry in XYZ format:
```
18
C4H11NO2, DFT ωB97M-V/def2-TZVPD
C 1.86559 -1.33077 -0.05252
C 1.64422 -0.48761 1.16878
O 1.62416 -0.79484 2.30530
O 1.41722 0.79767 0.58341
H 0.95078 -1.88194 -0.42247
H 2.41743 -2.23096 0.31451
H 2.21426 -0.69595 -0.88564
H 0.69496 1.36869 0.86582
C -2.43235 1.12649 -0.05809
C -2.03789 0.92729 -1.52011
N -1.52750 -0.39854 -1.80758
H -1.40292 1.13475 0.34866
H -2.90130 0.23460 0.40577
H -2.86623 2.03441 0.29279
H -2.83856 1.31955 -2.15954
H -1.21879 1.59920 -1.79185
H -2.34983 -0.94024 -2.20568
H -0.87302 -0.58326 -2.54901
```

Values from the calculation:
Total charge: 0
Orbital gap, Eh: 0.3835
Structure (SMILES): CC(=O)O.CCN
Lowest unoccupied orbital energy, eV: 0.766


No. 6
Formula: C4H11NO2
Source: the Open Molecules 2025 dataset
Level of theory: ωB97M-V/def2-TZVPD

The geometry in XYZ format:
```
18
C4H11NO2, DFT ωB97M-V/def2-TZVPD
C -1.13565 1.85690 2.52198
C -0.44768 1.35298 1.19709
O 0.81547 1.44410 1.13398
O -1.13652 0.92189 0.20239
H -1.94672 1.26562 2.90419
H -1.63032 2.79388 2.30616
H -0.45721 1.88092 3.36667
H -0.51270 0.68822 -0.45515
C 0.70070 -1.94435 -0.43622
C 0.42873 -1.47809 -1.81567
N 0.46804 0.00238 -1.77986
H -0.06616 -1.47133 0.24659
H 1.71263 -1.55399 -0.24130
H 0.70632 -2.98536 -0.36668
H 1.28468 -1.81322 -2.53930
H -0.53998 -1.78266 -2.27875
H 1.33480 0.34551 -1.23658
H 0.42157 0.47663 -2.72955
```

Values from the calculation:
Total charge: 0
Orbital gap, Eh: 0.3887
Structure (SMILES): CC(=O)O.CCN
Lowest unoccupied orbital energy, eV: 0.971


No. 7
Formula: C4H11NO2
Source: the Open Molecules 2025 dataset
Level of theory: ωB97M-V/def2-TZVPD

The geometry in XYZ format:
```
18
C4H11NO2, DFT ωB97M-V/def2-TZVPD
C 1.35368 2.19772 -0.44802
C 1.21898 1.07212 0.62514
O 0.37406 1.25742 1.45171
O 2.11331 0.05490 1.03046
H 2.35710 2.52276 -0.13639
H 0.53305 2.99884 -0.25054
H 1.16853 1.87556 -1.50569
H 1.65278 -0.25502 1.88979
C -1.84086 -1.48706 -2.09122
C -1.80921 -0.91883 -0.53808
N -1.10786 -1.93288 0.28027
H -2.65176 -0.98738 -2.72930
H -2.29014 -2.53867 -2.09345
H -0.88122 -1.43690 -2.58093
H -1.50029 0.07703 -0.55745
H -2.79292 -0.71327 -0.14548
H -0.23857 -2.03807 -0.25091
H -1.03604 -1.65701 1.25420
```

Values from the calculation:
Total charge: 0
Orbital gap, Eh: 0.3613
Structure (SMILES): CC(=O)O.CCN
Lowest unoccupied orbital energy, eV: 0.621


No. 8
Formula: C4H11NO2
Source: the Open Molecules 2025 dataset
Level of theory: ωB97M-V/def2-TZVPD

The geometry in XYZ format:
```
18
C4H11NO2, DFT ωB97M-V/def2-TZVPD
C 1.64723 -1.34839 1.37382
C 0.33744 -1.12309 0.68756
N 0.18765 0.28036 0.34167
C 0.22342 0.72127 -0.99601
C 0.85084 -0.11501 -1.95039
O -0.51587 1.60585 -1.14292
H 2.03380 -2.35228 1.31888
H 1.51883 -0.87705 2.45296
H 2.40876 -0.83576 0.83511
H 0.21674 -1.79984 -0.15928
H -0.57438 -1.38488 1.37145
H -0.29896 0.85240 0.95124
H 0.78295 0.10613 -3.09141
H 1.98316 0.08130 -1.74565
H 0.57048 -1.18536 -1.73078
O -2.39765 0.30525 1.24392
H -2.71782 1.17794 1.56012
H -2.28253 0.15746 0.34790
```

Values from the calculation:
Total charge: 0
Orbital gap, Eh: 0.3598
Structure (SMILES): CCNC(C)=O.O
Lowest unoccupied orbital energy, eV: 0.848


No. 9
Formula: C4H11NO2
Source: the Open Molecules 2025 dataset
Level of theory: ωB97M-V/def2-TZVPD

The geometry in XYZ format:
```
18
C4H11NO2, DFT ωB97M-V/def2-TZVPD
C -3.00271 -0.80280 -1.05289
N -1.51705 -1.05409 -1.21519
C -0.53661 -0.23917 -0.62539
C 1.00106 -0.67322 -0.65279
C 1.81542 0.27677 -1.51285
O 2.91582 -0.02911 -2.00586
H -3.55750 -1.63870 -1.49910
H -3.28148 -0.72696 -0.01922
H -3.31688 0.11001 -1.58290
H -1.34984 -1.34552 -2.16850
H -0.51693 0.76234 -1.20355
H -0.80792 0.08276 0.38329
H 1.12090 -1.70542 -0.89306
H 1.22505 -0.59299 0.41017
H 1.44467 1.27522 -1.82303
O 3.00478 1.84498 4.92522
H 3.00681 2.77066 4.93272
H 2.35240 1.68523 5.60293
```

Values from the calculation:
Total charge: 0
Orbital gap, Eh: 0.3436
Structure (SMILES): CNCCC=O.O
Lowest unoccupied orbital energy, eV: 0.839


No. 10
Formula: C4H11NO2
Source: the Open Molecules 2025 dataset
Level of theory: ωB97M-V/def2-TZVPD

The geometry in XYZ format:
```
18
C4H11NO2, DFT ωB97M-V/def2-TZVPD
C -0.84606 -1.48164 0.29556
C -1.16639 -0.10600 -0.24400
C -2.52268 0.43088 0.16633
O -0.66126 0.29972 -1.28747
H -1.34023 -2.23963 -0.31368
H 0.22064 -1.68106 0.22016
H -1.16112 -1.58568 1.33179
H -2.79822 1.29419 -0.43523
H -3.28355 -0.33037 -0.00360
H -2.53068 0.68411 1.22581
C 1.86687 0.63534 1.04420
O 1.85412 -0.09037 -0.40151
N 2.24838 0.62883 -1.50630
H 1.46717 1.64412 0.95397
H 2.94711 0.73159 1.16107
H 1.49671 0.03295 1.86863
H 1.45289 1.10966 -1.92788
H 2.75629 0.02338 -2.14786
```

Values from the calculation:
Total charge: 0
Orbital gap, Eh: 0.3314
Structure (SMILES): CC(C)=O.CON
Lowest unoccupied orbital energy, eV: 0.789


No. 11
Formula: C4H11NO2
Source: the Open Molecules 2025 dataset
Level of theory: ωB97M-V/def2-TZVPD

The geometry in XYZ format:
```
18
C4H11NO2, DFT ωB97M-V/def2-TZVPD
C 1.67024 -0.35873 2.12825
C 0.83573 -0.49780 0.85312
C -0.54559 0.12215 1.08324
C -1.37144 0.57825 -0.09524
N -0.89352 0.37987 -1.35581
O -2.44596 1.09083 0.11491
H 2.65005 -0.76855 2.08317
H 1.77538 0.69865 2.36711
H 1.24902 -0.79628 3.02990
H 0.80944 -1.51785 0.46146
H 1.37318 0.06977 0.11254
H -0.44331 1.03367 1.67580
H -1.11275 -0.58228 1.68939
H 0.08383 0.21476 -1.52896
H -1.53200 0.76373 -2.02950
O 1.65099 -1.03255 -2.26176
H 2.33484 -0.84606 -1.60012
H 1.89258 -0.45755 -2.99895
```

Values from the calculation:
Total charge: 0
Orbital gap, Eh: 0.3627
Structure (SMILES): CCCC(N)=O.O
Lowest unoccupied orbital energy, eV: 0.420


No. 12
Formula: C4H11NO2
Source: the Open Molecules 2025 dataset
Level of theory: ωB97M-V/def2-TZVPD

The geometry in XYZ format:
```
18
C4H11NO2, DFT ωB97M-V/def2-TZVPD
C -2.89208 1.07530 0.29927
C -1.41538 0.88765 0.07529
O -0.74479 1.60246 -0.63104
O -0.92078 -0.14567 0.75966
H -3.13687 0.96806 1.35569
H -3.19583 2.05081 -0.06265
H -3.42047 0.28273 -0.22692
H 0.04116 -0.26705 0.44156
C 1.54978 -1.24014 -1.42275
N 1.58267 -0.50997 -0.17469
C 2.14905 -1.22139 0.96501
H 0.92788 -0.76848 -2.17422
H 2.54757 -1.38249 -1.85855
H 1.14140 -2.23793 -1.25924
H 1.94319 0.42206 -0.30051
H 1.99056 -2.29253 0.83735
H 1.71235 -0.86265 1.89122
H 3.24573 -1.15499 1.00050
```

Values from the calculation:
Total charge: 0
Orbital gap, Eh: 0.3767
Structure (SMILES): CC(=O)O.CNC
Lowest unoccupied orbital energy, eV: 0.916


Energy above the lowest of the compared OMol25 structures with the same formula, charge and spin for every record listed, in sequence, given in kJ/mol: 180.4, 81.7, 215.8, 132.1, 177.0, 90.1, 220.5, 208.2, 236.8, 396.3, 24.9, 40.7.
DFT total energy for every record listed, in sequence, given in eV: -7854.47254, -7855.49512, -7854.10490, -7854.97277, -9910.40703, -9911.30781, -9909.95644, -9910.08440, -9909.78787, -9908.13484, -9911.98365, -9911.81955.